# 1
C20H18BiF5O | wB97M-V/def2-TZVPD

Last column: natural (NBO) charge in e.
Geometry (Å):
C1 1.558 2.124 0.216  -0.313
C2 1.666 1.616 -1.092  -0.292
C3 0.411 1.731 -1.733  -0.291
H1 2.582 1.265 -1.562  0.222
C4 -0.502 2.323 -0.824  -0.378
C5 0.207 2.568 0.415  -0.400
H2 -0.166 3.161 1.251  0.230
H3 2.367 2.226 0.938  0.222
H4 0.192 1.474 -2.770  0.220
H5 -1.504 2.681 -1.062  0.222
C6 0.561 -2.257 -0.109  -0.275
C7 1.857 -1.719 -0.070  -0.294
C8 2.120 -1.244 1.234  -0.267
H6 2.579 -1.758 -0.883  0.227
C9 1.002 -1.531 2.059  -0.391
C10 0.009 -2.198 1.220  -0.452
H7 -0.839 -2.783 1.584  0.245
H8 0.083 -2.734 -0.966  0.231
H9 3.044 -0.774 1.562  0.223
H10 0.942 -1.432 3.143  0.233
Bi1 -0.830 0.188 1.063  1.731
O1 -1.704 -0.511 -0.715  -0.929
C11 -2.789 -0.103 -1.542  -0.126
C12 -3.961 0.475 -0.858  -0.131
H11 -2.444 0.676 -2.240  0.186
H12 -3.049 -0.998 -2.127  0.191
H13 -3.993 1.559 -0.817  0.187
H14 -6.306 1.526 -0.151  0.211
C13 -6.278 0.435 -0.062  -0.176
C14 -5.032 -0.231 -0.352  -0.106
C15 -4.970 -1.650 -0.121  -0.204
H15 -4.003 -2.148 -0.254  0.221
C16 -6.106 -2.349 0.256  -0.205
H16 -6.038 -3.426 0.422  0.216
C17 -7.339 -1.690 0.404  -0.207
H17 -8.234 -2.266 0.649  0.215
C18 -7.416 -0.293 0.250  -0.221
H18 -8.378 0.216 0.367  0.218
F1 -0.730 -0.484 -3.993  -0.311
C19 -0.025 -1.424 -3.336  0.673
F2 -0.754 -2.551 -3.276  -0.309
C20 1.379 -1.604 -3.867  0.869
F3 1.361 -1.873 -5.191  -0.306
F4 2.103 -0.467 -3.680  -0.305
F5 1.985 -2.631 -3.219  -0.305

The total charge is 0. Its total energy is -42499.7366 eV. For the HOMO energy (spin up / spin down), the calculation gives -7.69 / -7.42 eV. As for the LUMO energy (spin up / spin down): -1.6 / -1.6 eV.

***

# 2
C48H57FN11O6PV | wB97M-V/def2-TZVPD

Last column: Mulliken spin population.
Geometry (Å):
V1 1.394 -1.455 0.472  2.533
C1 -4.434 -5.019 -11.231  0.000
O1 -3.718 -5.874 -10.357  0.000
C2 -3.264 -5.375 -9.195  0.000
C3 -3.484 -4.076 -8.740  -0.001
C4 -2.945 -3.666 -7.535  0.001
C5 -2.178 -4.527 -6.754  -0.001
C6 -1.980 -5.835 -7.209  0.000
C7 -2.513 -6.251 -8.407  0.000
C8 -1.589 -4.032 -5.519  0.002
N1 -1.688 -2.795 -5.082  -0.002
C9 -0.972 -2.747 -3.924  -0.019
C10 -0.421 -3.989 -3.638  -0.028
N2 -0.825 -4.793 -4.669  -0.003
C11 0.391 -4.232 -2.497  -0.004
C12 1.022 -5.436 -2.159  0.042
C13 1.807 -5.473 -1.029  0.016
C14 1.944 -4.337 -0.235  0.069
N3 1.346 -3.185 -0.516  -0.013
C15 0.594 -3.124 -1.643  0.074
C16 0.046 -1.842 -1.935  0.077
N4 0.384 -0.844 -1.057  -0.090
C17 0.085 0.409 -1.452  0.194
C18 -0.666 0.704 -2.580  -0.060
C19 -1.128 -0.312 -3.395  0.162
C20 -0.720 -1.614 -3.094  -0.057
H1 -4.639 -5.608 -12.120  0.000
H2 -3.840 -4.143 -11.503  0.000
H3 -5.381 -4.696 -10.790  0.000
H4 -4.076 -3.383 -9.321  0.000
H5 -3.106 -2.656 -7.184  0.000
H6 -1.394 -6.542 -6.635  0.000
H7 -2.360 -7.259 -8.767  0.000
H8 -0.607 -5.766 -4.791  0.001
H9 0.910 -6.316 -2.780  -0.001
H10 2.327 -6.377 -0.748  0.000
H11 2.552 -4.355 0.657  0.016
H12 0.475 1.217 -0.855  0.016
H13 -0.867 1.741 -2.813  -0.003
H14 -1.729 -0.129 -4.274  0.006
C21 5.923 4.607 -0.020  0.001
C22 5.532 4.094 1.364  -0.001
N5 4.358 3.220 1.301  0.008
C23 4.570 1.915 1.009  0.017
C24 3.579 1.000 0.877  0.011
C25 3.939 -0.394 0.411  0.019
O2 5.015 -0.870 0.769  0.003
O3 3.084 -0.944 -0.355  -0.026
C26 2.219 1.355 1.130  -0.059
O4 1.281 0.513 1.149  -0.143
C27 1.987 2.774 1.363  0.001
C28 0.692 3.276 1.522  0.002
C29 0.469 4.617 1.671  0.002
F1 -0.807 5.030 1.839  0.000
C30 1.506 5.554 1.648  0.001
C31 2.797 5.057 1.508  -0.001
C32 3.067 3.689 1.396  0.000
N6 1.305 6.946 1.705  0.001
C33 2.123 7.780 2.567  0.000
C34 2.601 8.986 1.736  0.000
N7 1.594 9.215 0.648  0.000
C35 0.206 9.042 1.172  0.000
C36 -0.002 7.543 1.466  0.000
H15 6.795 5.256 0.049  0.000
H16 5.104 5.160 -0.481  0.000
H17 6.170 3.766 -0.668  0.000
H18 5.333 4.914 2.050  0.000
H19 6.352 3.515 1.786  0.000
H20 5.598 1.600 0.882  0.001
H21 -0.157 2.605 1.550  0.001
H22 3.612 5.764 1.466  0.000
H23 2.976 7.225 2.945  0.000
H24 1.545 8.115 3.438  0.000
H25 3.564 8.788 1.269  0.000
H26 2.678 9.885 2.345  0.000
H27 1.735 8.497 -0.066  0.000
H28 1.727 10.133 0.225  0.000
H29 -0.513 9.393 0.435  0.000
H30 0.106 9.653 2.067  0.000
H31 -0.461 7.050 0.611  0.000
H32 -0.689 7.446 2.313  0.000
O5 3.565 -2.940 1.812  0.010
H33 3.902 -3.208 2.673  0.000
H34 4.295 -2.467 1.368  0.004
O6 -1.649 0.977 0.994  0.004
H35 -0.699 0.772 1.004  0.049
H36 -1.953 0.903 0.081  -0.002
C37 -1.153 -3.928 0.936  0.042
C38 -0.218 -3.454 2.013  0.021
C39 0.105 -4.138 3.165  0.004
C40 0.988 -3.302 3.896  0.018
C41 1.156 -2.153 3.157  0.030
C42 1.947 -0.955 3.593  0.032
N8 0.432 -2.237 1.976  0.010
H37 -2.077 -4.308 1.377  0.003
H38 -0.715 -4.756 0.375  0.002
H39 -1.391 -3.126 0.236  -0.017
H40 -0.231 -5.127 3.437  0.000
H41 1.453 -3.520 4.846  -0.002
H42 2.305 -1.128 4.608  0.001
H43 1.332 -0.052 3.586  -0.004
H44 2.824 -0.782 2.964  -0.025
C43 -3.643 -0.353 5.762  0.000
N9 -3.085 -1.703 5.321  -0.001
C44 -4.065 -2.339 4.339  0.000
N10 -4.354 -1.461 3.265  0.000
C45 -4.889 -0.203 3.765  0.000
N11 -3.939 0.464 4.643  0.000
C46 -2.747 0.921 3.922  0.000
P1 -1.734 -0.448 3.118  0.058
C47 -1.752 -1.529 4.668  0.002
C48 -3.233 -1.270 2.345  -0.002
H45 -2.893 0.117 6.399  0.000
H46 -4.548 -0.544 6.341  0.000
H47 -2.987 -2.315 6.132  0.000
H48 -4.979 -2.570 4.890  0.000
H49 -3.609 -3.261 3.976  0.000
H50 -5.807 -0.405 4.321  0.000
H51 -5.120 0.448 2.923  0.000
H52 -2.108 1.476 4.614  0.000
H53 -3.061 1.608 3.134  0.000
H54 -1.061 -1.090 5.390  0.001
H55 -1.359 -2.511 4.393  -0.001
H56 -2.935 -2.237 1.940  -0.001
H57 -3.575 -0.642 1.522  -0.001

The total charge is +2. For the energy relative to the best compared isomer or geometry (same formula, charge and spin), the calculation gives 0.0 kJ/mol. Its total energy is -117061.9060 eV. For the HOMO energy (spin up / spin down), the calculation gives -9.19 / -10.23 eV. The multiplicity is 4. As for the LUMO energy (spin up / spin down): -4.7 / -4.7 eV.